Entry 1:
20
Properties=species:S:1:pos:R:3:forces:R:3:mulliken_charge:R:1 method="wB97M-V/def2-TZVPD" lumo_ev=1.1440 gap_ev=8.767 charge=0 e_tot_ev=-7920.66597 homo_energy_ev=-7.62
C -2.31053 0.92706 0.50333 -1.40 -2.72 2.02 -1.08
C -1.11594 -0.06510 1.00467 -2.59 -1.33 -1.84 -0.45
C -0.88816 -1.28823 0.02575 0.36 0.02 -0.11 -0.69
C -0.03055 -0.85833 -1.16405 -0.59 0.23 -0.79 -0.77
C 1.24929 -0.09275 -0.92566 0.96 1.14 0.83 -0.43
C 2.02474 0.21081 0.15273 -1.87 -2.94 -0.05 0.11
N 3.06139 1.13245 0.16310 -2.26 -2.12 2.00 -0.45
H -2.41810 1.69781 1.30227 -0.22 -0.55 -0.62 0.32
H -2.09394 1.43518 -0.40933 0.17 0.13 -0.75 0.35
H -3.40804 0.29780 0.39980 3.19 1.83 0.26 0.23
H -0.22740 0.50504 1.11490 0.61 0.33 0.50 0.42
H -1.44536 -0.63135 1.87327 0.05 0.89 0.70 0.27
H -1.93962 -1.64866 -0.26562 1.73 0.23 0.14 0.32
H -0.28231 -2.11862 0.42928 -0.82 0.19 0.89 0.32
H 0.24817 -1.61145 -1.92655 -0.52 -0.32 0.65 0.40
H -0.79197 -0.26864 -1.67631 0.64 0.84 -0.70 0.27
H 1.66264 0.35130 -1.80804 -0.24 0.51 -0.92 0.23
H 1.84851 -0.53573 0.99519 0.53 1.85 -0.28 0.27
H 3.16287 1.52968 -0.70491 1.29 1.40 -1.79 0.17
H 3.69434 1.03174 0.91620 0.98 0.41 -0.13 0.21

***

Entry 2:
52
Properties=species:S:1:pos:R:3:forces:R:3:mulliken_charge:R:1 method="wB97M-V/def2-TZVPD" lumo_ev=-0.0134 gap_ev=6.509 charge=0 e_tot_ev=-44316.73385 homo_energy_ev=-6.52
C 0.39537 0.72140 -3.77599 -1.39 -2.85 -0.15 -1.35
C 0.62736 0.20827 -2.40282 0.82 0.43 0.90 -0.21
N 0.01143 -1.17813 -2.16927 2.23 -2.43 1.14 0.49
C -1.48034 -1.26819 -2.32169 1.43 -1.62 5.79 -1.13
C 0.52029 -2.25213 -3.05134 2.58 1.59 -3.08 -0.77
C 2.12773 -2.35658 -3.11421 -0.92 -2.72 -2.17 -1.05
C 0.49849 -1.55028 -0.78367 -8.32 1.24 2.84 -0.18
C 0.11206 -2.96358 -0.19827 -0.78 3.17 -1.00 -0.96
O 0.52542 -3.12424 1.06235 0.76 0.87 5.30 -0.33
C 0.36752 -4.47236 1.61541 -5.37 12.13 8.74 -1.42
H 0.52043 1.72366 -3.66125 1.02 2.98 -0.30 0.49
H -0.69604 0.65977 -4.12615 1.79 -0.58 0.06 0.23
H 1.22525 0.17429 -4.22572 -0.73 0.70 -1.95 0.29
H 0.15919 0.87043 -1.69282 -0.37 -0.04 1.10 0.38
H 1.80152 0.28401 -2.21637 -2.62 -0.94 0.05 0.32
H -1.70966 -1.18999 -3.28617 -1.19 0.83 -3.74 0.59
H -1.78411 -0.53321 -1.59113 -1.05 0.56 -0.30 0.36
H -1.80519 -2.31055 -1.93127 0.59 1.82 -0.76 0.32
H 0.18569 -1.86451 -4.04336 0.59 -0.54 0.22 0.60
H -0.01136 -3.17520 -2.98790 -0.19 -0.59 0.96 0.60
H 2.64103 -2.85196 -2.22082 -0.65 1.54 -1.06 0.27
H 2.48821 -1.44068 -3.61508 0.38 -0.23 1.27 0.27
H 2.39724 -3.13233 -4.00476 -0.99 1.46 2.03 0.37
H -0.09146 -0.74880 -0.16984 1.14 -1.11 -0.56 -0.36
H 1.43743 -1.33989 -0.59253 4.85 0.88 0.10 0.77
H 0.80437 -3.48650 -0.62381 3.23 -4.25 -4.29 0.64
H -0.87189 -3.27897 -0.41291 -1.39 -0.30 -0.17 0.34
H 0.63855 -4.66612 2.75767 -1.27 1.70 -1.95 0.23
H 0.94076 -5.00944 1.30686 11.88 -10.92 -7.57 0.69
H -0.52897 -4.67644 1.34109 -6.06 -2.16 -0.89 0.51
O -0.80945 1.71549 0.28434 0.10 -0.62 -0.35 -0.89
H -0.94729 1.02501 0.95223 -0.09 0.34 -0.12 -0.04
C 1.72641 3.04425 1.64989 -2.62 1.27 -0.48 -1.02
S 2.16767 1.43982 1.24993 3.12 -0.58 -0.08 0.74
O 3.70507 1.51444 1.02577 -2.13 -0.33 0.40 -0.79
C 1.78783 0.75170 2.83452 3.96 -0.74 1.47 -0.91
H 2.02707 3.53336 0.79640 0.43 1.24 -2.62 0.42
H 2.34702 3.58965 2.30599 0.45 -0.15 1.87 0.50
H 0.60730 3.21422 1.62572 1.21 -0.56 0.53 0.09
H 0.79387 0.84116 2.85680 -4.17 -0.12 0.23 0.27
H 2.17724 1.11058 3.83536 0.05 0.46 -1.52 0.33
H 2.13006 -0.26793 2.78558 -0.31 -0.67 -0.06 0.33
C -1.87826 4.20803 2.92241 -1.32 -1.73 2.90 -1.11
S -2.30302 2.47217 2.96261 -0.40 -1.03 0.78 0.74
O -2.37373 2.02930 4.40322 0.16 0.36 -0.41 -0.72
C -4.07295 2.62425 2.50772 1.01 -0.92 6.85 -1.07
H -2.09783 4.46461 1.99431 -1.26 1.53 -4.37 0.39
H -0.85489 4.29406 2.98523 2.29 0.24 0.82 0.33
H -2.46956 4.74359 3.64656 0.07 0.27 0.38 0.41
H -4.40929 1.60275 2.44661 -0.34 -0.27 0.39 0.30
H -4.18636 3.04155 1.64368 -0.71 2.84 -5.18 0.43
H -4.51325 3.23616 3.42088 0.52 -1.42 -2.00 0.29

***

Entry 3:
13
Properties=species:S:1:pos:R:3:forces:R:3:mulliken_charge:R:1 method="wB97M-V/def2-TZVPD" lumo_ev=0.8190 gap_ev=10.456 charge=0 e_tot_ev=-9164.22956 homo_energy_ev=-9.64
C -1.43370 1.46239 -0.52398 0.22 -0.85 -2.82 -0.30
C -0.84469 0.19298 -0.04608 -0.49 2.68 -1.39 0.39
C -1.00433 -1.07897 0.60203 -0.66 1.55 0.84 -1.11
N 2.58062 -1.80518 -0.91230 -0.49 0.16 -0.82 -0.42
N 2.54062 -0.75594 -0.50334 -0.03 -1.57 0.55 0.74
N 2.77138 0.23270 0.13457 1.07 1.97 1.01 -0.66
N 0.02110 1.09711 -0.21062 -0.94 -0.50 0.19 -0.45
H -1.73049 1.68807 -1.64423 0.81 -0.85 2.25 0.17
H -1.94305 2.09927 0.14338 -0.34 0.73 0.91 0.23
H -1.47602 -0.86048 1.53793 -0.92 0.04 0.57 0.28
H -0.07047 -1.31528 0.90683 3.23 -1.44 0.78 0.37
H -1.46644 -1.87377 0.13361 -1.10 -1.31 -1.29 0.34
H 2.05547 0.91710 0.38220 -0.36 -0.61 -0.79 0.41

***

Entry 4:
13
Properties=species:S:1:pos:R:3:forces:R:3:mulliken_charge:R:1 method="wB97M-V/def2-TZVPD" lumo_ev="-0.5895 / -0.5890" gap_ev="8.138 / 8.139" charge=0 e_tot_ev=-89198.28153 homo_energy_ev="-8.73 / -8.73"
C 1.23265 -0.37764 0.35641 -3.20 0.22 1.49 0.08
C 0.55860 -1.09451 -0.58127 0.12 -0.29 0.58 -0.30
C 0.53282 0.55712 1.19134 3.61 0.55 -1.00 -1.07
C -0.80228 -1.05605 -0.92565 0.67 0.72 0.76 -0.05
O -1.50130 2.32706 0.58106 -1.20 0.14 0.75 -0.50
O -0.63653 0.87679 -1.26373 -0.76 -0.04 -0.08 -0.43
S -0.36789 1.89012 -0.17426 1.46 0.16 -0.78 0.66
Br -2.24349 -1.42987 0.32554 0.97 0.47 -1.13 -0.05
H 2.26324 -0.45318 0.32248 1.94 0.23 0.17 0.42
H 1.21573 -1.47154 -1.31494 0.34 -0.70 -1.11 0.24
H -0.42502 0.41055 1.48500 -2.76 -1.12 0.94 0.31
H 1.09545 1.09132 1.97223 -0.15 -0.02 -0.65 0.36
H -0.92198 -1.27018 -1.97421 -1.04 -0.33 0.05 0.33

***

Entry 5:
75
Properties=species:S:1:pos:R:3:forces:R:3:mulliken_charge:R:1 method="wB97M-V/def2-TZVPD" lumo_ev=2.2076 gap_ev=7.906 charge=-1 e_tot_ev=-70398.44741 homo_energy_ev=-5.70
Rb 0.14301 0.51349 -0.30503 -0.01 0.11 -0.63 1.01
C 5.03744 -0.29531 -1.14091 -0.18 0.05 0.01 -1.59
C 3.59289 -0.57099 -1.45940 0.09 0.12 0.16 0.36
N 2.75824 0.34717 -1.75246 -0.08 -0.33 -0.30 -0.19
N 3.21673 1.64055 -1.54832 -0.08 0.14 0.19 -0.25
C 2.28785 2.61795 -1.86874 -0.07 -0.11 -0.26 0.01
N 2.09149 3.50564 -0.87912 0.04 0.00 -0.34 -0.33
S 1.52140 2.66681 -3.34573 0.01 0.07 0.13 -0.35
C 3.02495 -1.93188 -1.23746 -0.06 -0.18 -0.03 0.68
C 3.84992 -3.01140 -0.93816 0.05 -0.10 0.01 -0.77
C 3.28968 -4.20991 -0.51377 -0.03 0.08 -0.01 -0.46
C 1.91852 -4.29151 -0.37628 0.18 0.09 -0.06 -1.14
C 1.17084 -3.17450 -0.73322 -0.26 -0.13 0.03 0.20
N 1.68747 -2.03824 -1.17772 0.16 0.01 0.27 0.10
H 5.34125 0.60853 -1.66685 0.05 -0.01 0.02 0.41
H 5.68386 -1.11588 -1.44074 0.02 -0.02 0.00 0.57
H 5.16277 -0.12100 -0.06838 0.04 -0.01 0.03 0.24
H 3.49177 1.69659 -0.55417 0.08 0.13 -0.05 0.48
H 2.33124 3.21677 0.05783 0.08 -0.02 0.34 0.35
H 1.39703 4.21530 -1.03547 -0.05 0.05 0.03 0.26
H 4.92407 -2.92226 -0.99451 0.00 0.03 -0.02 0.21
H 3.92679 -5.04876 -0.26238 0.00 0.01 0.00 0.41
H 1.43418 -5.17450 0.01490 -0.05 0.01 -0.01 0.45
H 0.09416 -3.19940 -0.60059 -0.01 0.03 -0.06 0.19
O 1.90470 -2.26192 5.71508 -0.02 -0.01 -0.01 -0.58
C 1.65735 -1.65132 4.51898 0.04 0.10 -0.11 1.00
C 2.55287 -0.75271 3.95234 -0.04 -0.19 0.10 -0.38
C 2.22735 -0.18349 2.73301 0.01 0.18 0.02 -0.32
N 1.08083 -0.43299 2.10305 0.12 -0.11 0.51 0.83
C 0.22199 -1.29240 2.66107 0.13 -0.04 -0.05 0.35
C 0.47437 -1.94291 3.85829 -0.01 -0.06 0.04 -0.80
C -1.06908 -1.50815 1.87393 -0.11 0.08 -0.06 -0.44
O -1.36285 -2.67169 1.55784 -0.01 -0.06 0.01 -0.80
O -1.67722 -0.44214 1.57841 0.01 -0.22 0.08 -0.43
C 3.19917 0.82304 2.09218 0.06 0.00 -0.05 -0.32
O 4.31013 0.94786 2.61754 -0.04 -0.08 -0.01 -0.81
O 2.75757 1.42824 1.06963 -0.10 0.14 0.02 -0.52
H 2.76241 -1.96327 6.03454 0.01 0.01 0.00 0.29
H 3.49265 -0.49536 4.42535 0.02 0.03 -0.05 0.44
H -0.22932 -2.65671 4.26315 -0.02 0.00 -0.02 0.55
N -1.53052 0.77457 -2.86361 -0.07 -0.08 -0.12 -0.23
C -1.31539 -0.20635 -3.93100 0.00 -0.06 0.00 -0.73
C -2.21959 -1.42818 -3.78258 0.11 0.03 0.01 -0.90
C -2.00980 -2.19067 -2.47760 0.00 -0.01 0.03 0.26
N -2.79144 -1.62266 -1.37994 0.15 0.05 0.21 -0.57
H -2.46918 1.15677 -2.91690 0.01 0.02 0.03 0.01
H -0.90563 1.56737 -2.98641 0.02 0.00 0.04 0.06
H -0.27530 -0.54044 -3.86745 0.01 0.06 0.01 0.33
H -1.44597 0.22351 -4.93404 -0.02 -0.01 0.01 0.43
H -2.00355 -2.09558 -4.62233 -0.05 0.02 -0.03 0.34
H -3.27324 -1.13827 -3.85339 -0.01 0.00 -0.03 0.34
H -0.92866 -2.20959 -2.27463 0.00 -0.01 -0.02 -0.29
H -2.32570 -3.23034 -2.60192 0.00 0.01 -0.03 0.45
H -2.48436 -0.66521 -1.23692 -0.07 0.01 -0.04 0.01
H -2.56519 -2.09787 -0.50507 -0.08 0.01 -0.03 0.31
C -4.81219 2.69873 -1.03759 0.01 0.01 0.03 -1.09
N -4.01768 2.23906 0.08593 -0.10 -0.01 -0.08 0.10
C -4.38768 0.88672 0.51681 0.11 -0.04 -0.01 -1.01
C -2.76079 2.74568 0.27007 0.01 0.01 -0.08 0.32
S -1.98456 3.62089 -0.95764 0.02 0.03 0.16 -0.29
N -2.19212 2.51961 1.46990 0.04 0.08 -0.08 0.49
C -0.81269 2.86369 1.74741 0.11 0.04 0.10 -1.10
C -2.93044 2.15230 2.66524 -0.10 -0.03 0.09 -1.18
H -5.85500 2.45407 -0.82659 0.01 0.00 0.00 0.36
H -4.52160 2.20736 -1.97221 0.00 0.01 0.00 0.28
H -4.70943 3.77152 -1.16989 0.02 0.01 0.00 0.41
H -4.64130 0.29558 -0.36682 0.00 0.00 0.00 0.53
H -5.25841 0.91607 1.17730 0.01 -0.04 0.02 0.32
H -3.55661 0.37838 1.00313 -0.03 0.04 0.02 0.23
H -0.23577 2.92721 0.83302 -0.04 0.10 -0.03 -0.06
H -0.37895 2.10023 2.39589 -0.04 -0.02 -0.01 0.46
H -0.75537 3.83966 2.24130 0.02 -0.02 0.01 0.39
H -3.99462 2.31912 2.52668 0.00 0.02 -0.03 0.42
H -2.58914 2.79097 3.48402 0.01 -0.01 -0.02 0.45
H -2.74259 1.10873 2.92014 -0.01 0.00 0.02 0.20